C38H33Br2CuN3O2S4Te | the ωB97M-V functional and the def2-TZVPD basis

## Properties
* E_HOMO (spin up / spin down): -1.07 / -1.07 eV
* <S²>: 0.76
* charge: -2
* multiplicity: 2

```
84
C38H33Br2CuN3O2S4Te (the ωB97M-V functional and the def2-TZVPD basis)
Cu -0.5290 -0.1854 -0.0311
Br 0.8446 -0.3286 6.6830
C 0.4751 -0.1937 4.8215
C -0.8306 -0.1425 4.3871
C -1.0382 -0.0416 3.0168
N -0.0389 0.0113 2.1428
C 1.2147 -0.0230 2.5762
C 1.5256 -0.1357 3.9271
C 2.2655 0.0819 1.5308
C 3.4439 -0.6460 1.6112
C 4.3197 -0.5505 0.5489
Br 5.9342 -1.5524 0.5747
C 4.0281 0.2430 -0.5381
C 2.8260 0.9391 -0.5033
N 1.9699 0.8731 0.5074
H -1.6626 -0.1850 5.0741
H -2.0353 -0.0122 2.5930
H 2.5521 -0.1428 4.2666
H 3.6377 -1.3148 2.4380
H 4.6871 0.3042 -1.3916
H 2.5220 1.5505 -1.3465
O -7.2246 1.2103 0.8838
C -6.0500 0.9303 0.7330
S -4.7866 2.1117 0.4081
C -3.4141 1.0013 0.3276
C -3.6906 -0.3105 0.5113
S -2.5793 -1.6503 0.4809
S -5.3919 -0.6973 0.8145
S -1.8621 1.7412 0.0081
C -0.1935 4.6260 -9.5289
C -0.1116 3.8793 -8.2215
C 1.0752 3.8031 -7.5074
C 1.1595 3.1074 -6.3019
C 2.4954 3.0621 -5.5992
C 0.0326 2.4548 -5.7725
Te 0.2142 1.3388 -3.8747
N 0.2046 -0.2844 -1.9336
C 0.9157 -1.2758 -1.5415
O 0.8557 -1.6777 -0.2870
C 1.8503 -2.0583 -2.4254
C 1.9473 -3.4402 -2.2692
C 2.8087 -4.1824 -3.0636
C 3.6026 -3.5516 -4.0162
C 3.5175 -2.1744 -4.1715
C 2.6414 -1.4357 -3.3847
C -0.6727 -0.3745 -4.7641
C -1.8364 -0.9121 -4.2011
C -2.5699 -0.3251 -3.0247
C -2.3663 -2.0824 -4.7511
C -1.7818 -2.7279 -5.8255
C -2.3618 -4.0025 -6.3824
C -0.6251 -2.1798 -6.3656
C -0.0549 -1.0207 -5.8492
C 1.2256 -0.5279 -6.4713
C -1.1823 2.5650 -6.4748
C -2.4631 1.9540 -5.9671
C -1.2299 3.2594 -7.6838
H 0.7833 5.0166 -9.8185
H -0.8850 5.4699 -9.4623
H -0.5483 3.9783 -10.3342
H 1.9631 4.2938 -7.8993
H 3.2475 3.6216 -6.1601
H 2.8357 2.0312 -5.4802
H 2.4348 3.4844 -4.5944
H 1.3403 -3.9109 -1.5060
H 2.8646 -5.2583 -2.9405
H 4.2797 -4.1306 -4.6338
H 4.1301 -1.6728 -4.9127
H 2.5458 -0.3637 -3.5226
H -2.1645 0.6278 -2.6931
H -2.5115 -1.0000 -2.1661
H -3.6265 -0.1947 -3.2769
H -3.2619 -2.4994 -4.2991
H -3.2833 -4.2705 -5.8645
H -1.6613 -4.8341 -6.2717
H -2.5874 -3.9043 -7.4474
H -0.1359 -2.6786 -7.1984
H 1.5893 -1.2474 -7.2078
H 1.9960 -0.3943 -5.7084
H 1.0860 0.4336 -6.9676
H -2.4955 1.9533 -4.8776
H -2.5592 0.9143 -6.2889
H -3.3252 2.5086 -6.3439
H -2.1783 3.3245 -8.2130
```

C38H33Cl3N6O4S3Tc | the ωB97M-V functional and the def2-TZVPD basis

## Properties
* E_HOMO (spin up / spin down): -12.70 / -12.65 eV
* <S²>: 3.80
* charge: +2
* multiplicity: 4

```
88
C38H33Cl3N6O4S3Tc (the ωB97M-V functional and the def2-TZVPD basis)
Tc -0.1533 0.1156 -0.1638
Cl 6.6788 3.2946 -1.8208
C 5.1069 2.6920 -1.5424
C 4.9412 1.4262 -0.9696
C 3.6748 0.9389 -0.7505
Cl 3.4452 -0.6117 -0.0589
C 2.5015 1.6921 -1.0517
O 1.3190 1.2781 -0.8162
C 2.7221 2.9812 -1.6423
Cl 1.3307 3.9114 -2.0060
C 3.9923 3.4593 -1.8830
H 5.8026 0.8356 -0.6984
H 4.1254 4.4338 -2.3280
C -2.9208 0.0338 -4.7247
C -3.1093 -0.6214 -3.4206
N -4.0396 -1.4598 -3.1042
N -3.8348 -1.8081 -1.8230
C -2.7563 -1.1918 -1.3109
S -2.1495 -1.2523 0.2542
N -2.2688 -0.4320 -2.3367
N -1.1468 0.3741 -2.2189
H -3.8510 -0.0137 -5.2829
H -2.1577 -0.4802 -5.3100
H -2.6347 1.0768 -4.5962
H -4.4450 -2.4753 -1.3719
H -1.3894 1.3954 -2.0766
H -0.5701 0.3246 -3.0603
O -1.3807 2.7953 -1.4127
S -1.7207 2.9889 -0.0077
O -1.3600 4.2379 0.5652
N -0.9995 1.7033 0.7778
C -0.8768 1.7185 2.1325
C -1.4147 2.6498 3.0203
C -1.1649 2.5409 4.3890
C -0.4147 1.5114 4.9106
C 0.1361 0.5352 4.0560
C 0.9110 -0.5530 4.5028
C 1.3964 -1.4489 3.5809
C 1.1398 -1.2500 2.2233
N 0.4340 -0.2267 1.7681
C -0.0889 0.6516 2.6622
C -3.4830 2.6660 0.0598
C -4.2669 3.4091 -0.8052
C -5.6260 3.1429 -0.8844
C -6.1766 2.1361 -0.1059
C -5.3844 1.4109 0.7693
C -4.0229 1.6726 0.8531
H -2.0098 3.4657 2.6461
H -1.5769 3.2874 5.0493
H -0.2338 1.4423 5.9709
H 1.1093 -0.6710 5.5571
H 1.9757 -2.3027 3.8891
H 1.5080 -1.9467 1.4842
H -3.8081 4.1803 -1.4023
H -6.2469 3.7187 -1.5521
H -7.2291 1.9127 -0.1840
H -5.8165 0.6409 1.3896
H -3.3989 1.1085 1.5279
O 0.7022 -1.6012 -1.0960
S 1.6043 -1.7308 -2.3170
C 0.4884 -2.2463 -3.7006
C -0.4661 -3.3896 -3.4912
C -0.8452 -4.1394 -4.6006
C -1.7566 -5.1728 -4.4728
C -2.2892 -5.4814 -3.2307
C -1.9145 -4.7443 -2.1232
C -1.0094 -3.7014 -2.2513
C 2.4635 -3.3380 -2.1262
C 3.1866 -3.4865 -3.4262
C 2.8329 -4.4589 -4.3549
C 3.4339 -4.4723 -5.6024
C 4.3781 -3.5131 -5.9327
C 4.7430 -2.5505 -5.0040
C 4.1468 -2.5345 -3.7569
H 1.1751 -2.4757 -4.5175
H -0.0517 -1.3411 -3.9909
H -0.4277 -3.9116 -5.5695
H -2.0457 -5.7389 -5.3428
H -2.9910 -6.2945 -3.1294
H -2.3175 -4.9762 -1.1483
H -0.7179 -3.1483 -1.3733
H 1.7410 -4.1256 -1.9245
H 3.1441 -3.2243 -1.2851
H 2.0866 -5.1986 -4.1030
H 3.1581 -5.2249 -6.3242
H 4.8320 -3.5169 -6.9096
H 5.4874 -1.8114 -5.2549
H 4.4263 -1.7816 -3.0328
```

C38H33Cl4CuF12N7O18S4 | the ωB97M-V functional and the def2-TZVPD basis

## Properties
* E_HOMO (spin up / spin down): -9.80 / -9.80 eV
* <S²>: 0.76
* multiplicity: 2

```
117
C38H33Cl4CuF12N7O18S4 (the ωB97M-V functional and the def2-TZVPD basis)
Cu 0.3690 -1.1012 3.9420
C -0.2837 -2.3353 -1.2637
F 0.4157 -3.3938 -0.8686
F -0.2820 -2.1603 -2.5430
F -1.5441 -2.3785 -0.7831
S 0.4645 -0.6406 -0.5527
O 1.0700 0.1039 -1.6597
O -0.7310 -0.0053 0.0392
N 1.5529 -1.0988 0.8178
S 2.8565 -1.6127 0.1192
O 3.6133 -2.5075 0.9766
O 2.7168 -2.1603 -1.2030
C 3.9752 -0.0557 0.0257
F 3.8168 0.6967 1.1331
F 5.2925 -0.3524 -0.0614
F 3.6408 0.5792 -1.0810
C -4.3787 0.6581 4.0205
F -5.1619 1.5838 4.6006
F -5.1373 -0.0137 3.1230
F -3.3894 1.3300 3.4294
S -3.5972 -0.5618 5.3283
O -2.5870 0.2647 5.9428
O -4.6571 -0.9931 6.2410
N -2.6894 -1.7898 4.3840
S -3.6657 -3.0112 4.2340
O -5.0707 -2.6935 4.0576
O -3.1482 -3.7972 3.1056
C -3.2730 -4.2178 5.8232
F -4.3724 -4.9054 6.0271
F -2.2876 -4.9904 5.5574
F -3.0406 -3.4920 6.9640
Cl -4.6676 -9.7399 -1.7188
C -3.7689 -8.1875 -1.4473
C -2.5977 -8.5270 -0.4880
Cl -2.9956 -8.9588 1.1874
H -4.4369 -7.4089 -1.0790
H -3.5603 -7.7210 -2.4101
H -2.1121 -7.5595 -0.3609
H -2.0144 -9.2976 -0.9920
Cl 1.3561 2.2206 -8.9489
C 1.4059 1.3503 -7.3668
C -0.0831 1.2479 -6.8261
Cl -0.9870 0.1025 -7.8963
H 2.1278 1.8938 -6.7573
H 1.9168 0.4174 -7.6053
H -0.5620 2.2260 -6.8722
H -0.2201 0.8084 -5.8381
C -5.5639 0.9765 -3.2355
C -6.3363 2.0203 -2.6806
C -6.9741 2.8660 -3.4917
C -7.0032 2.6884 -4.8979
C -6.4157 1.5528 -5.4265
C -5.6577 0.7355 -4.6052
N -7.7343 3.6763 -5.7888
O -8.3398 4.5544 -5.1857
O -7.7448 3.5961 -7.0439
H -4.8572 0.4018 -2.6553
H -6.3599 2.2255 -1.6205
H -7.4651 3.7403 -3.0903
H -6.4708 1.3326 -6.4824
H -5.1399 -0.1411 -4.9655
C 3.5886 5.6344 -4.6180
C 2.9787 6.0493 -3.4839
C 2.0664 7.1443 -3.5136
C 1.8565 7.8676 -4.7074
C 2.6842 7.4956 -5.8028
C 3.4807 6.3990 -5.7674
N 0.8761 8.9805 -4.8570
O 0.5814 9.3174 -5.9797
O 0.2482 9.4904 -3.8710
H 4.3554 4.8759 -4.5624
H 3.2013 5.5981 -2.5283
H 1.4390 7.2048 -2.6365
H 2.6052 8.2037 -6.6144
H 4.0789 6.2242 -6.6495
C 9.3948 -1.8354 6.4502
C 8.5760 -2.4235 5.4973
C 7.3408 -1.8165 5.2042
C 6.8566 -0.7383 5.9029
C 7.6750 -0.1097 6.8218
C 8.9349 -0.6961 7.0893
N 5.4737 -0.2099 5.6776
O 4.5485 -0.9217 5.2743
O 5.3271 1.0144 5.9363
H 10.3825 -2.2118 6.6722
H 8.9610 -3.2626 4.9369
H 6.7542 -2.2676 4.4175
H 7.3697 0.7409 7.4130
H 9.6341 -0.1249 7.6820
C -3.7390 6.1151 -0.5840
C -4.1846 7.2969 -1.1732
C -3.7988 7.6232 -2.4788
C -3.4658 6.5861 -3.3003
C -3.0275 5.3322 -2.7743
C -3.1669 5.1762 -1.3847
N -3.4034 6.7863 -4.7401
O -2.9246 5.9640 -5.4437
O -3.6674 7.9117 -5.1547
H -3.9892 5.9057 0.4455
H -4.6477 8.1112 -0.6357
H -4.0314 8.5864 -2.9085
H -2.7201 4.5294 -3.4281
H -2.9771 4.1923 -0.9818
C 5.0345 -8.5115 5.9690
C 3.9261 -9.1167 5.3741
C 2.9082 -8.3313 4.8320
C 3.0492 -6.9324 4.7406
C 4.1536 -6.2602 5.3139
C 5.1292 -7.0374 5.9267
N 1.8820 -6.1138 4.1720
O 1.3056 -6.6070 3.2863
O 1.7584 -4.9540 4.5541
H 5.8966 -9.0839 6.2779
H 3.8370 -10.1923 5.4128
H 2.0290 -8.8437 4.4703
H 4.2996 -5.1933 5.2309
H 6.0395 -6.6022 6.3120
```

C38H33F6N4 | the ωB97M-V functional and the def2-TZVPD basis

## Properties
* E_HOMO: -10.33 eV
* charge: +1
* multiplicity: 1

```
81
C38H33F6N4 (the ωB97M-V functional and the def2-TZVPD basis)
F -5.5317 3.9091 -4.3059
C -5.3644 3.0022 -3.3097
F -4.6529 3.5993 -2.2923
F -6.6130 2.7073 -2.7945
C -4.6624 1.7452 -3.7491
N -4.3723 0.9314 -2.5555
C -5.2617 -0.1400 -2.2974
C -5.0497 -1.3791 -2.9237
C -5.9830 -2.3969 -2.7933
C -7.1379 -2.1838 -2.0425
C -7.3613 -0.9620 -1.4115
C -6.4157 0.0539 -1.5211
C -3.1883 1.0733 -1.8634
C -3.1697 0.7973 -0.4720
C -1.9940 0.8858 0.2269
C -0.7495 1.1260 -0.4223
C 0.4215 1.0904 0.3676
C 1.7371 1.0256 -0.1422
C 2.8377 1.5478 0.5982
C 4.1177 1.5021 0.1072
C 4.3710 0.8674 -1.1311
N 5.6559 0.7959 -1.6256
C 6.5889 1.9123 -1.4216
C 6.3716 2.9423 -2.4980
F 6.9680 4.1301 -2.2263
F 6.8586 2.4886 -3.7106
F 5.0248 3.1713 -2.6832
C 6.1154 -0.3161 -2.3715
C 5.9271 -0.3514 -3.7623
C 6.2253 -1.5095 -4.4742
C 6.7139 -2.6258 -3.7960
C 6.9719 -2.5783 -2.4258
C 6.7014 -1.4152 -1.7175
C 3.3145 0.2894 -1.8620
C 2.0191 0.4245 -1.4122
C -0.8018 1.4570 -1.8242
C -1.9951 1.4231 -2.5208
H -5.3521 1.2017 -4.3981
H -3.7589 2.0362 -4.2879
H -4.1492 -1.4906 -3.5307
H -5.8037 -3.3428 -3.3013
H -7.8682 -2.9766 -1.9603
H -8.2790 -0.7910 -0.8483
H -6.5673 1.0212 -1.0463
H -4.0834 0.5120 0.0377
H -1.9687 0.7623 1.3131
H 0.2925 1.1193 1.4549
H 2.6462 2.0118 1.5700
H 4.9522 1.8868 0.6833
H 6.4433 2.4056 -0.4618
H 7.6097 1.5513 -1.5430
H 5.5260 0.5360 -4.2498
H 6.0607 -1.5413 -5.5509
H 6.9006 -3.5427 -4.3386
H 7.3734 -3.4425 -1.8960
H 6.8865 -1.3351 -0.6448
H 3.5149 -0.2630 -2.7775
H 1.1973 0.0396 -2.0049
H 0.0881 1.7637 -2.3587
H -2.0058 1.6003 -3.5926
C -2.6193 0.5188 6.8733
C -1.7822 -0.4676 6.1128
C -1.2322 -0.0386 4.9050
C -0.4543 -0.9071 4.1503
C -0.2237 -2.2100 4.6677
C -0.7650 -2.6545 5.8564
C -1.5680 -1.7711 6.6029
C -2.1697 -2.2394 7.8938
N 0.5974 -2.8394 3.7295
C 0.8304 -1.9514 2.7066
N 0.2040 -0.7821 2.9232
H -3.0237 0.1089 7.8044
H -2.0415 1.4194 7.1237
H -3.4629 0.8729 6.2646
H -1.3963 0.9738 4.5337
H -0.5834 -3.6776 6.2181
H -1.8989 -3.2752 8.1093
H -1.8332 -1.6439 8.7452
H -3.2609 -2.1977 7.8763
H 0.9274 -3.7974 3.8277
H 1.4636 -2.2036 1.8675
```

C38H33IrN3O5S2 | the ωB97M-V functional and the def2-TZVPD basis

## Properties
* E_HOMO (spin up / spin down): -2.21 / -5.32 eV
* <S²>: 6.08
* charge: -1
* multiplicity: 5

```
82
C38H33IrN3O5S2 (the ωB97M-V functional and the def2-TZVPD basis)
Ir 11.5153 11.5561 12.6877
O 11.6586 11.2557 10.7274
C 11.2271 12.0548 9.7830
C 10.7552 11.4248 8.5762
C 10.2347 12.1757 7.5514
C 10.1394 13.5698 7.6987
C 10.6088 14.1960 8.8369
C 11.2563 13.4649 9.8955
C 11.6506 14.0738 11.1167
N 11.5934 13.4776 12.3298
N 11.4196 14.3945 13.3187
C 11.6076 13.9605 14.5265
O 11.7887 12.6046 14.6073
C 11.5134 14.8812 15.6694
C 10.9400 16.1158 15.4651
C 11.1778 17.1072 16.4364
C 11.9403 16.8018 17.5747
C 12.2909 15.4987 17.8584
C 12.0914 14.5052 16.8701
H 10.7304 10.3340 8.5843
H 9.9401 11.7644 6.5812
H 9.5749 14.1627 6.9479
H 10.6045 15.2777 8.9711
H 11.9299 15.0969 11.0825
H 10.3322 16.3148 14.5768
H 10.7470 18.0873 16.3530
H 12.0338 17.5784 18.3324
H 12.6373 15.2678 18.8616
H 12.4570 13.4943 17.0503
C 16.2212 7.8531 9.1020
C 14.9251 8.4749 9.6298
C 13.7941 7.4216 9.5870
C 14.5600 9.7123 8.7169
C 15.1405 8.9598 11.0783
C 16.1807 8.4654 11.9142
C 16.1515 8.7110 13.2642
C 15.1516 9.4569 13.8547
S 14.7452 9.5198 15.4895
C 13.2804 10.4392 15.0617
N 13.2084 10.7420 13.7657
C 14.2122 10.0867 13.0490
C 14.2531 9.8016 11.6763
C 12.1261 10.6988 16.0018
C 11.6643 9.8683 17.0490
C 10.3954 10.0825 17.5909
C 9.6261 11.2040 17.2599
C 10.0750 12.0689 16.2341
C 11.3273 11.7950 15.6632
H 16.1342 7.5745 8.0478
H 16.4662 6.9720 9.6814
H 17.1052 8.4909 9.2040
H 13.9813 6.7782 8.6916
H 12.7700 7.8679 9.5390
H 13.7634 6.7450 10.4914
H 14.5331 9.2777 7.6889
H 15.2696 10.5263 8.8663
H 13.5477 10.1447 8.9376
H 16.9598 7.9436 11.4568
H 16.9434 8.3201 13.9052
H 13.4074 10.1545 11.0714
H 12.3431 9.0816 17.3700
H 10.0074 9.3188 18.2927
H 8.7874 11.5180 17.8876
H 9.4596 12.8969 15.9224
C 5.8353 6.7608 15.8082
C 6.8100 7.2273 14.7936
C 8.1841 7.0894 14.9809
C 9.0989 7.6659 14.0612
C 8.5979 8.4163 12.9871
C 7.2084 8.4627 12.7369
C 6.3421 7.8258 13.6195
S 9.6380 9.2568 11.8268
O 8.7858 10.3434 11.3962
O 10.2162 8.3741 10.8256
O 10.9154 9.6489 12.7022
H 6.0053 7.2075 16.7898
H 5.9599 5.6201 15.9336
H 4.7852 6.9394 15.5133
H 8.5685 6.5769 15.9075
H 10.1542 7.5803 14.1320
H 6.8876 9.1409 11.9086
H 5.2457 7.9099 13.5244
```

Number 1: molecular weight 1042.92 g/mol. Number 2: molecular weight 938.28 g/mol. Number 3: molecular weight 1437.32 g/mol. Number 4: molecular weight 659.70 g/mol. Number 5: molecular weight 868.05 g/mol.